DFT (ωB97M-V/def2-TZVPD) results for a 2-piece molecular cluster, C5H13N2 overall in a non-equilibrium geometry.

XYZ file:
```
20
Properties=species:S:1:pos:R:3:forces:R:3
C 2.673 1.722 0.319 0.42 -0.40 0.32
C 1.374 1.852 1.142 -0.87 1.10 -0.61
C 0.161 1.332 0.544 0.02 -0.58 0.86
C 0.006 0.051 -0.080 0.38 -0.53 -0.61
N -1.101 -0.562 -0.331 0.25 -0.13 1.05
C -2.248 -0.277 0.521 -0.17 0.68 -0.42
N -0.823 -3.457 -1.736 0.50 1.24 -0.89
H 3.496 1.888 1.012 0.05 0.07 -0.18
H 2.726 2.444 -0.488 -0.18 0.21 0.03
H 1.125 2.884 1.396 0.50 0.11 0.04
H 1.500 1.373 2.132 -0.09 -0.47 -0.09
H -0.725 1.954 0.545 -0.18 0.18 0.07
H 0.920 -0.437 -0.422 -0.05 0.31 -0.30
H -1.454 -2.853 -1.194 -0.30 -0.46 0.11
H -3.022 0.273 -0.027 0.01 -0.19 -0.19
H -2.007 0.262 1.432 0.08 0.06 0.06
H -2.675 -1.231 0.804 -0.19 -0.23 0.05
H 0.127 -3.063 -1.777 0.03 -0.62 0.16
H 2.798 0.731 -0.107 0.02 -0.11 0.06
H -1.114 -4.000 -2.563 -0.23 -0.24 0.47
```
Forces are in eV/Å.

The electronic energy is -306.9785 hartree. As for the net charge: +2. The calculation puts the molecular weight at 101.17 u. The expectation value of S² is 0.7536. Its spin multiplicity is 2. Its relative energy (zero: lowest compared OMol25 entry of this formula, charge and spin) is 117.8 kcal/mol.


DFT (ωB97M-V/def2-TZVPD) results for a 2-piece molecular cluster, C5H13N2 overall in a non-equilibrium geometry.

XYZ file:
```
20
Properties=species:S:1:pos:R:3:forces:R:3
C -1.143 2.196 1.253 -0.25 0.42 -0.07
C -1.487 0.929 0.786 0.13 -0.40 -0.26
N -0.957 0.441 -0.459 -0.11 0.47 0.02
N -1.534 2.633 2.422 1.08 -0.88 0.59
H -0.566 2.892 0.654 0.12 -0.04 -0.10
H -2.045 0.201 1.361 -0.11 0.08 0.03
H -1.656 -0.076 -1.008 -0.03 -0.09 0.07
H -0.595 1.194 -1.055 0.01 -0.05 -0.07
H -0.119 -0.250 -0.295 0.38 -0.44 0.06
H -1.927 1.975 3.097 -0.41 0.25 -0.04
H -1.014 3.399 2.850 -0.50 0.45 -0.15
C 1.503 -1.877 -2.194 -0.09 0.20 0.02
C 1.081 -1.984 -0.768 -0.06 -0.01 -0.15
C 1.588 -1.272 0.250 -0.19 0.21 -0.03
H 0.686 -1.526 -2.830 -0.05 -0.12 -0.08
H 2.345 -1.205 -2.316 0.13 0.11 0.00
H 1.791 -2.858 -2.571 -0.05 -0.05 0.02
H 0.342 -2.744 -0.535 0.00 -0.16 0.01
H 1.350 -1.543 1.270 -0.10 0.12 0.12
H 2.357 -0.524 0.089 0.10 -0.08 0.00
```
Forces are in eV/Å.

The electronic energy is -307.0732 hartree. As for the net charge: +2. The calculation puts the molecular weight at 101.17 u. The expectation value of S² is 0.7676. Its spin multiplicity is 2. Its relative energy (zero: lowest compared OMol25 entry of this formula, charge and spin) is 58.4 kcal/mol.


DFT (ωB97M-V/def2-TZVPD) results for an isolated ion of composition C5H13N2O and charge -1 in a non-equilibrium geometry.

XYZ file:
```
21
Properties=species:S:1:pos:R:3:forces:R:3
N 0.821 -2.425 -2.590 2.75 0.15 3.56
C 0.578 -1.911 -1.196 -0.16 0.21 -0.10
C 1.067 -0.401 -1.135 1.19 -0.67 1.18
C 0.025 0.502 -0.591 -2.44 0.27 1.78
C -0.338 0.240 0.925 3.41 0.18 1.72
N 0.069 1.460 1.713 -3.14 0.26 -2.42
C -1.225 2.189 2.220 0.59 0.79 2.20
O -1.539 1.871 3.496 -0.12 -0.66 -1.00
H 1.074 -1.659 -3.132 0.60 1.35 -1.13
H 0.049 -2.794 -2.978 -3.30 -1.68 -1.39
H 0.953 -2.564 -0.375 0.82 0.39 -0.86
H -0.490 -2.014 -0.936 0.01 0.71 -0.49
H 1.331 -0.092 -2.167 0.24 -0.13 0.61
H 1.969 -0.210 -0.388 -1.38 -0.78 -1.82
H -1.005 0.372 -0.956 0.44 -0.14 -1.28
H 0.231 1.579 -0.670 0.29 -0.46 0.03
H 0.307 -0.571 1.479 -1.08 0.71 -1.71
H -1.381 -0.063 1.020 -0.09 0.27 0.29
H 0.540 1.184 2.523 0.38 -0.46 1.66
H -2.076 2.023 1.461 1.02 -0.02 0.23
H -0.960 3.286 2.278 -0.05 -0.29 -1.09
```
Forces are in eV/Å.

The electronic energy is -382.9785 hartree. As for the net charge: -1. The calculation puts the molecular weight at 117.17 u. As for the structure (SMILES): NCCCCNC[O-]. Its relative energy (zero: lowest compared OMol25 entry of this formula, charge and spin) is 53.6 kcal/mol.


DFT (ωB97M-V/def2-TZVPD) results for C5H13N2O as an isolated structure in a non-equilibrium geometry.

XYZ file:
```
21
Properties=species:S:1:pos:R:3:forces:R:3
C -2.516 0.096 0.130 -1.41 1.54 -1.39
O -1.778 0.831 -0.858 0.87 -0.11 -0.45
C -1.879 -1.180 0.255 1.29 -1.05 1.49
C -0.500 -1.147 0.895 -0.51 0.85 -0.30
C 0.660 -0.868 -0.107 -1.90 1.40 -0.18
C 2.508 -0.670 -0.701 -0.63 -0.10 2.85
N 1.932 -0.856 0.560 3.24 0.88 -3.43
N 1.427 2.374 0.114 -1.71 -0.87 0.39
H -3.526 0.093 -0.319 -0.03 -0.46 0.95
H -2.485 0.681 1.056 -0.19 -0.04 -0.01
H -1.348 0.096 -1.340 -0.12 0.98 -0.17
H -2.472 -2.073 0.276 -0.04 -0.43 -0.14
H -0.505 -0.159 1.526 0.29 -2.36 -0.22
H -0.261 -2.157 1.311 -0.16 1.24 0.49
H 0.593 -1.554 -0.915 -0.34 -1.18 -1.16
H 0.530 0.162 -0.559 -0.74 -0.98 0.39
H 2.605 0.400 -1.049 0.93 -0.95 0.26
H 2.687 -1.494 -1.477 -0.61 0.88 0.94
H 2.104 3.096 0.105 0.73 0.56 0.24
H 1.724 1.549 0.679 -0.43 1.11 -0.24
H 0.503 2.780 0.415 1.51 -0.92 -0.31
```
Forces are in eV/Å.

The electronic energy is -382.7969 hartree. As for the net charge: 0. The calculation puts the molecular weight at 117.17 u. The expectation value of S² is 0.9157. Its spin multiplicity is 2. Its relative energy (zero: lowest compared OMol25 entry of this formula, charge and spin) is 134.9 kcal/mol.


DFT (ωB97M-V/def2-TZVPD) results for an isolated ion of composition C5H13N2O and charge +1 in a non-equilibrium geometry.

XYZ file:
```
21
Properties=species:S:1:pos:R:3:forces:R:3
C 1.686 0.759 0.360 -2.01 -0.74 1.96
C -0.664 1.328 -0.077 -2.38 0.38 -0.20
C 1.233 -0.648 0.531 -2.58 0.42 -2.62
C -0.999 -0.056 -0.120 3.03 -4.14 -1.10
C -1.818 -0.730 0.906 -3.31 0.08 -2.84
N 1.641 -1.519 -0.538 -0.43 1.88 1.07
N 0.685 1.528 -0.500 1.74 1.68 -2.02
O -0.861 -0.660 -1.446 -1.48 -0.16 1.57
H 1.656 1.262 1.323 0.30 0.31 -0.06
H 2.622 0.756 -0.087 1.75 0.43 -0.90
H -1.267 1.937 -0.751 -0.30 0.25 -0.05
H -0.904 1.549 0.930 0.43 1.16 1.06
H 0.739 -1.108 1.423 1.37 0.67 -0.65
H -1.856 -1.776 0.739 0.33 -1.26 -0.38
H -2.913 -0.473 0.762 0.83 0.01 0.10
H -1.685 -0.648 1.921 1.16 0.95 2.27
H 1.239 -1.346 -1.492 0.27 0.09 1.23
H 1.276 -2.347 -0.182 -0.27 -2.53 -0.30
H 0.908 2.558 -0.656 -0.06 -1.30 0.65
H 0.624 1.178 -1.479 0.76 -0.17 0.53
H -1.342 -1.545 -1.569 0.83 1.99 0.65
```
Forces are in eV/Å.

The electronic energy is -382.6938 hartree. As for the net charge: +1. The calculation puts the molecular weight at 117.17 u. Its relative energy (zero: lowest compared OMol25 entry of this formula, charge and spin) is 105.3 kcal/mol.


DFT (ωB97M-V/def2-TZVPD) results for an isolated ion of composition C5H13N2O and charge +1 in a non-equilibrium geometry.

XYZ file:
```
21
Properties=species:S:1:pos:R:3:forces:R:3
C 0.529 2.312 -1.045 1.37 -0.11 -0.56
C 0.891 0.861 -0.779 -0.80 0.45 1.92
N 0.131 -0.061 -1.662 0.71 -0.56 0.93
C 0.541 0.462 0.700 -0.48 -1.28 -1.72
N 0.465 -1.024 0.734 -0.77 0.95 0.37
C -0.552 -1.561 1.619 -0.56 -0.76 0.28
C -1.887 -1.704 0.915 0.45 -0.17 -0.18
O -1.998 -1.501 -0.268 -0.11 0.34 -0.06
H -0.442 2.615 -0.664 -0.12 -0.16 -0.09
H 0.639 2.497 -2.115 -0.37 0.21 -0.01
H 1.306 2.935 -0.598 -0.21 0.10 0.22
H 1.951 0.637 -0.804 0.15 0.06 -0.98
H 0.111 -0.948 -1.095 0.02 -0.11 -0.12
H 0.599 -0.201 -2.548 -0.41 0.07 -0.40
H -0.844 0.208 -1.698 -0.32 0.16 -0.62
H -0.453 0.832 0.937 0.22 0.43 0.45
H 1.376 0.794 1.295 -0.27 0.59 0.63
H 1.340 -1.328 1.056 1.37 -0.83 0.35
H -0.314 -2.594 1.907 0.21 -0.07 -0.34
H -0.663 -1.124 2.620 -0.01 0.60 -0.25
H -2.727 -2.107 1.494 -0.06 0.09 0.19
```
Forces are in eV/Å.

The electronic energy is -382.8110 hartree. As for the net charge: +1. The calculation puts the molecular weight at 117.17 u. As for the structure (SMILES): C[C@H]([NH3+])CNCC=O. Its relative energy (zero: lowest compared OMol25 entry of this formula, charge and spin) is 31.8 kcal/mol.


DFT (ωB97M-V/def2-TZVPD) results for an isolated ion of composition C5H13N2O and charge +1 in a non-equilibrium geometry.

XYZ file:
```
21
Properties=species:S:1:pos:R:3:forces:R:3
C 1.153 2.409 -0.305 0.14 2.51 0.60
C 0.933 1.063 0.394 -0.39 0.04 -1.06
C 2.262 0.295 0.122 -1.54 1.84 0.50
O 2.377 -0.506 -0.752 0.63 -0.46 0.14
N -0.297 0.504 -0.251 0.90 -0.42 0.10
C -0.391 -0.877 -0.734 -1.55 -0.13 1.28
C -0.844 -1.773 0.501 1.80 1.19 -1.66
N -2.322 -1.747 0.545 -0.25 1.16 0.68
H 0.202 2.940 -0.550 0.38 -1.05 -0.67
H 1.470 3.239 0.337 0.51 -0.60 0.80
H 1.940 2.488 -1.065 -0.71 -0.60 -0.43
H 0.751 1.317 1.451 0.19 -0.67 -0.19
H 3.051 0.809 0.710 0.52 -0.76 -0.14
H -0.553 1.118 -1.006 0.06 0.06 -0.04
H -1.262 -0.750 -1.381 0.10 -0.75 -0.51
H 0.402 -1.418 -1.255 0.17 0.72 0.10
H -0.506 -2.775 0.258 -0.08 -0.24 0.82
H -0.364 -1.258 1.338 -0.46 -0.82 0.29
H -2.600 -2.466 -0.119 -0.86 0.33 0.04
H -2.616 -0.783 0.309 0.08 -0.40 -0.73
H -2.788 -1.829 1.453 0.36 -0.94 0.09
```
Forces are in eV/Å.

The electronic energy is -382.7498 hartree. As for the net charge: +1. The calculation puts the molecular weight at 117.17 u. As for the structure (SMILES): C[C@H](C=O)NCC[NH3+]. Its relative energy (zero: lowest compared OMol25 entry of this formula, charge and spin) is 70.2 kcal/mol.


DFT (ωB97M-V/def2-TZVPD) results for an isolated ion of composition C5H13N2O and charge +1 in a non-equilibrium geometry.

XYZ file:
```
21
Properties=species:S:1:pos:R:3:forces:R:3
C -1.962 -0.644 0.031 0.53 0.25 -0.68
C -0.901 -1.118 -0.946 0.78 -1.79 0.08
C -1.741 0.841 0.182 1.65 0.17 0.07
C 0.957 0.242 0.563 -4.06 -0.44 -1.38
C 3.122 0.637 -0.276 2.29 -0.36 1.08
N -2.237 1.543 1.172 -0.40 -1.54 -0.65
N 0.446 -1.092 -0.213 1.89 -0.54 -3.48
O 1.777 0.917 -0.239 -1.56 1.27 0.17
H -2.930 -0.821 -0.428 -0.34 -0.04 0.02
H -1.876 -1.218 0.957 -0.32 0.39 0.11
H -0.996 -2.151 -1.464 -0.22 1.39 1.51
H -0.888 -0.480 -1.794 0.44 0.96 -0.61
H -1.297 1.425 -0.671 -0.57 -0.76 1.03
H 1.270 -0.194 1.468 1.18 -0.20 1.18
H 3.228 -0.254 -0.906 0.79 0.11 0.01
H 3.580 0.431 0.778 -0.83 0.37 -1.76
H 3.594 1.543 -0.718 -0.01 -0.97 0.24
H -2.788 1.121 1.900 0.15 0.01 0.22
H -1.982 2.484 1.239 0.09 1.56 0.27
H 0.437 -1.905 0.389 0.25 -0.21 0.26
H 1.186 -1.305 -1.024 -1.73 0.35 2.31
```
Forces are in eV/Å.

The electronic energy is -382.6727 hartree. As for the net charge: +1. The calculation puts the molecular weight at 117.17 u. Its relative energy (zero: lowest compared OMol25 entry of this formula, charge and spin) is 118.5 kcal/mol.


DFT (ωB97M-V/def2-TZVPD) results for an isolated ion of composition C5H13N2O and charge +1 in a non-equilibrium geometry.

XYZ file:
```
21
Properties=species:S:1:pos:R:3:forces:R:3
C -1.582 1.598 0.527 -1.76 -0.71 0.98
N -1.660 0.230 1.036 0.14 -1.95 1.41
C -0.811 -0.735 0.634 0.74 1.54 -1.17
C -0.965 -2.074 1.281 -1.97 0.91 -0.51
N 0.203 -0.599 -0.276 0.26 -1.96 -0.38
C 1.199 0.212 -1.437 -0.15 0.76 1.46
C 2.069 1.133 -0.568 0.68 0.74 -0.58
O 1.905 -0.765 -2.095 -0.51 0.29 0.57
H -2.455 2.133 1.021 1.35 -0.27 -0.95
H -0.621 1.965 0.853 0.10 0.76 -0.35
H -1.733 1.468 -0.548 0.23 0.85 0.10
H -2.222 -0.019 1.923 1.18 0.76 -2.25
H -0.162 -2.659 0.874 -0.04 -0.96 0.61
H -2.025 -2.448 1.059 1.66 0.14 -0.02
H -0.986 -1.853 2.345 0.60 -0.65 0.26
H 0.721 -1.509 -0.384 -1.04 1.09 0.41
H 0.596 0.842 -2.066 -0.84 -0.34 -0.27
H 2.521 1.915 -1.262 -0.89 -0.68 0.85
H 2.984 0.609 -0.244 -0.68 -0.05 0.45
H 1.480 1.630 0.283 1.09 -0.85 -1.43
H 1.545 -1.075 -2.955 -0.15 0.57 0.80
```
Forces are in eV/Å.

The electronic energy is -382.7824 hartree. As for the net charge: +1. The calculation puts the molecular weight at 117.17 u. As for the structure (SMILES): C/[NH+]=C(/C)N[C@@H](C)O. Its relative energy (zero: lowest compared OMol25 entry of this formula, charge and spin) is 49.7 kcal/mol.


DFT (ωB97M-V/def2-TZVPD) results for a 2-piece molecular cluster, C5H13N2O overall in a non-equilibrium geometry.

XYZ file:
```
21
Properties=species:S:1:pos:R:3:forces:R:3
C -0.329 -0.773 -1.469 -0.64 -1.73 -0.79
C -1.587 -0.280 -0.717 0.37 1.07 -0.41
C -0.978 0.250 0.561 -0.77 1.22 -1.56
C -1.121 -0.420 1.744 1.24 -1.12 2.53
C -0.021 2.372 1.148 -0.71 -0.63 2.39
N -0.208 1.355 0.402 -0.12 0.25 0.18
N 0.482 0.369 -2.081 -0.66 -0.87 1.35
H 0.224 -1.402 -0.755 0.57 0.43 -0.67
H -0.676 -1.441 -2.293 0.47 0.57 0.45
H -2.371 -1.043 -0.622 0.67 -0.08 0.34
H -2.082 0.511 -1.307 0.21 0.06 0.36
H -1.428 -1.459 1.841 -0.50 0.24 -0.42
H -0.733 -0.033 2.703 -0.26 0.17 -0.62
H -0.602 2.410 2.112 0.01 0.44 -1.09
H 0.728 3.163 1.084 0.14 -0.43 -0.82
H 0.728 1.001 -1.279 0.64 -0.55 -0.68
H 1.281 0.030 -2.687 -1.07 0.78 0.69
H -0.262 0.907 -2.525 0.56 0.20 -1.20
H 2.449 -2.271 1.106 -0.19 0.11 -0.65
H 3.507 -1.771 1.909 0.29 0.94 -0.51
O 2.998 -1.474 1.124 -0.24 -1.07 1.12
```
Forces are in eV/Å.

The electronic energy is -382.2966 hartree. As for the net charge: +2. The calculation puts the molecular weight at 117.17 u. The expectation value of S² is 0.7597. Its spin multiplicity is 2. Its relative energy (zero: lowest compared OMol25 entry of this formula, charge and spin) is 58.9 kcal/mol.


DFT (ωB97M-V/def2-TZVPD) results for a 2-piece molecular cluster, C5H13N2O overall in a non-equilibrium geometry.

XYZ file:
```
21
Properties=species:S:1:pos:R:3:forces:R:3
C -1.698 2.199 0.677 2.47 -0.75 -0.95
O -1.320 2.869 -0.509 -0.21 -0.03 0.66
C -0.628 1.122 0.791 0.31 -0.62 1.05
C -0.536 0.068 -0.397 -0.73 1.39 1.16
C 0.587 -0.864 -0.098 0.22 1.46 -0.05
C 0.316 -2.198 0.146 -0.11 -1.68 -0.05
N 1.197 -3.158 -0.142 0.56 1.54 -0.65
N 1.850 -0.271 -0.083 -0.14 -2.23 -2.45
H -2.756 1.908 0.498 -0.29 0.12 0.28
H -1.582 2.754 1.647 -0.84 0.75 -0.68
H -1.716 3.730 -0.736 -0.60 0.62 0.16
H 0.354 1.640 0.824 -0.62 -0.10 0.11
H -0.755 0.693 1.844 0.14 -0.02 -1.54
H -0.319 0.643 -1.330 -0.22 -0.54 0.55
H -1.527 -0.400 -0.450 0.47 -0.29 -0.37
H -0.685 -2.501 0.453 0.26 0.05 0.22
H 1.151 -4.134 0.122 -0.36 0.00 -0.09
H 2.367 -1.372 -2.119 0.20 -0.12 -0.43
H 1.891 -2.866 -0.857 -0.10 -0.80 0.94
H 2.572 -1.008 0.006 -0.15 0.70 0.69
H 2.054 0.089 -1.063 -0.25 0.55 1.45
```
Forces are in eV/Å.

The electronic energy is -382.1533 hartree. As for the net charge: +2. The calculation puts the molecular weight at 117.17 u. The expectation value of S² is 1.7298. Its spin multiplicity is 2. Its relative energy (zero: lowest compared OMol25 entry of this formula, charge and spin) is 148.7 kcal/mol.


DFT (ωB97M-V/def2-TZVPD) results for a 2-piece molecular cluster, C5H13N2O3 overall in a non-equilibrium geometry.

XYZ file:
```
23
Properties=species:S:1:pos:R:3:forces:R:3
C -0.083 -1.998 -0.201 -0.83 -0.06 1.80
C 0.823 1.243 1.162 3.64 1.79 -0.29
C 0.663 0.595 -1.214 -0.11 2.76 0.01
C 2.401 -0.335 0.164 -0.35 -2.12 2.41
C 0.015 -0.871 0.482 0.50 -2.43 0.12
N -2.895 0.531 -0.352 -3.68 -0.51 -2.23
N 0.992 0.146 0.186 -0.34 1.85 -0.24
O -4.237 0.024 -0.483 1.34 1.66 -4.58
O -2.446 1.046 -1.340 -0.76 -0.50 0.71
O -2.458 0.345 0.697 2.37 0.03 3.48
H -4.688 -0.313 0.260 0.20 -0.50 2.62
H -0.718 -2.806 0.193 0.18 0.58 -0.37
H 0.541 -2.225 -0.999 0.75 -0.42 -1.59
H 1.416 1.127 2.065 -0.81 -1.03 0.49
H 1.317 2.195 0.863 -0.05 -0.73 -0.92
H -0.151 1.530 1.207 -2.89 0.17 0.81
H 0.868 -0.296 -1.701 -0.03 -1.09 -1.91
H -0.370 1.013 -1.395 1.07 -0.97 0.80
H 1.354 1.410 -1.517 -0.09 -0.70 0.27
H 2.468 -0.995 -0.655 0.41 -0.47 -1.21
H 3.086 0.485 0.109 0.30 0.39 0.05
H 2.566 -1.058 1.056 -0.18 1.74 -1.11
H -0.463 -0.791 1.413 -0.63 0.55 0.90
```
Forces are in eV/Å.

The electronic energy is -533.0738 hartree. As for the net charge: +1. The calculation puts the molecular weight at 149.17 u. Its relative energy (zero: lowest compared OMol25 entry of this formula, charge and spin) is 176.5 kcal/mol.